DFT (ωB97M-V/def2-TZVPD) results for a structure of composition C9H15AsO7P2RuTe4.

Properties
Orbital gap (alpha / beta): 6.37 / 5.21 eV
Net charge: -1
2S+1: 2

XYZ file:
```
39
C9H15AsO7P2RuTe4 | the Open Molecules 2025 dataset | ωB97M-V/def2-TZVPD
Te 1.01066 -1.94332 1.33898
Te -0.44106 -4.93217 2.28338
Te -1.52654 -2.88382 0.74340
Te -2.14117 -6.86883 2.62462
Ru 0.13687 -0.00180 -0.33576
As 2.24126 0.79523 0.48263
P -1.18164 -0.00359 -2.49287
P -2.06167 1.31994 -0.06568
O -0.99136 -1.45446 -2.18369
O -0.68649 1.96616 -0.13118
O -1.82637 0.23288 -3.93784
O 0.06453 0.84169 -2.34820
O -2.26817 0.36574 1.05418
O -2.34880 0.60969 -1.51755
O -3.16340 2.48459 -0.07795
C 6.30814 4.31735 0.36439
C 3.93284 4.10366 0.69136
C 6.23703 3.38265 -0.65983
C 5.02282 2.80104 -0.99058
C 2.03898 1.54998 2.26635
C 5.14684 4.68389 1.02951
C 3.85052 3.13712 -0.31154
C 2.57659 2.41702 -0.59738
C 3.97832 -0.05287 0.63246
H 7.13269 3.09937 -1.19886
H 4.24346 -0.54731 -0.29999
H 2.50514 2.53129 2.33463
H 7.25764 4.76028 0.63644
H 3.02679 4.42214 1.19322
H 2.52200 2.06730 -1.62854
H -2.29928 -0.56334 -4.20713
H -3.99754 2.13134 0.25228
H 3.94407 -0.78310 1.43901
H 4.97473 2.07068 -1.79068
H 4.71512 0.71895 0.85568
H 0.96914 1.63323 2.44670
H 1.68699 3.01705 -0.40164
H 2.48575 0.88093 3.00017
H 5.18507 5.42514 1.81824
```



DFT (ωB97M-V/def2-TZVPD) results for an isolated molecule of CH4N4O.

Properties
Orbital gap: 8.26 eV

XYZ file:
```
10
CH4N4O | the Open Molecules 2025 dataset | ωB97M-V/def2-TZVPD
O 1.64765 0.31026 -0.68210
N -0.96735 -1.41779 -0.64472
N -2.53014 0.70429 -0.37081
N -1.49834 0.83248 0.18419
N -0.46673 -0.55847 -0.04241
C 0.94163 -0.33755 0.37441
H 1.46871 -1.21001 0.67959
H 0.95679 0.33259 1.38607
H 1.48358 -0.24117 -1.54982
H -1.03579 1.58537 0.66561
```



DFT (ωB97M-V/def2-TZVPD) results for a structure of composition C5H6O3.

Properties
Orbital gap (alpha / beta): 8.31 / 8.31 eV

XYZ file:
```
14
C5H6O3 | the Open Molecules 2025 dataset | ωB97M-V/def2-TZVPD
O 0.39011 -1.49928 1.81631
O 1.59375 0.35531 -0.79372
O -0.61356 1.15624 -0.72240
C -0.62921 0.75561 1.71934
C -0.06851 -0.46022 1.50975
C -0.32067 1.52231 0.56422
C 0.26452 0.06222 -0.51206
C -0.23878 -1.20200 -1.15599
H -1.07942 1.11020 2.63776
H -0.12220 -1.12481 -2.24563
H -1.29222 -1.35634 -0.93315
H 0.01833 2.55501 0.64600
H 1.76562 0.18340 -1.73253
H 0.33226 -2.05766 -0.79790
```



DFT (ωB97M-V/def2-TZVPD) results for a cluster of 10 separate species, C20H60N10O10 in total.

Properties
Orbital gap: 9.40 eV
SMILES: NC(N)=O.NC(N)=O.NC(N)=O.NC(N)=O.NC(N)=O.CC(C)O.CC(C)O.CC(C)O.CC(C)O.CC(C)O

XYZ file:
```
100
C20H60N10O10 | the Open Molecules 2025 dataset | ωB97M-V/def2-TZVPD
O -7.14936 8.60338 -8.06106
O -0.56746 10.31565 -8.99532
O -7.95762 6.86963 -2.72987
O -1.31474 7.30505 -3.84916
O -3.15300 8.21947 -5.88401
O -6.89279 2.08151 -4.42451
O -1.13431 2.07599 -7.48785
O -9.16840 4.55610 -7.10673
O 1.33041 6.18834 -4.41631
O -7.54682 9.62319 -2.75550
N -1.81926 10.82931 -7.15961
N -2.46950 3.44354 -8.58901
N -8.68091 6.60796 -6.72044
N -7.35603 5.40151 -7.96550
N -2.51441 1.35183 -9.15040
N -5.58955 9.94672 -7.58052
N -7.03653 4.92872 -3.31551
N -9.23538 5.07973 -3.09345
N -0.51181 12.25715 -8.04586
N -6.58982 10.09593 -9.60083
C -3.05416 5.99158 -6.48065
C -5.03952 2.75176 -5.73404
C -5.49966 1.89840 -4.54241
C -7.24114 10.38076 -3.96470
C -1.95533 2.27117 -8.39697
C 2.89801 4.47528 -3.91287
C -5.15836 0.44368 -4.68043
C 1.37367 4.84369 -3.93867
C -1.00788 8.17892 -1.52822
C -2.00461 5.93677 -1.97107
C -1.80023 7.37196 -2.51716
C -6.94780 11.90691 -3.71032
C -5.08193 6.94393 -5.34036
C -0.95920 11.05366 -8.10066
C -3.98108 7.20408 -6.36785
C -8.41739 5.46779 -7.21645
C -6.51574 9.55355 -8.42277
C -8.05188 5.67846 -2.95348
C -8.29715 10.20773 -4.97143
C 0.47964 3.90982 -4.78675
H 0.63657 4.09410 -5.84954
H -1.59933 8.11204 -0.61509
H -6.27180 12.16891 -2.89640
H -6.16876 5.44503 -3.29314
H -9.26812 4.17167 -3.53444
H -6.46348 12.31441 -4.59772
H -4.71917 6.72863 -4.33529
H -2.91895 3.60946 -9.47813
H 3.36743 4.21769 -4.86227
H 3.41030 5.23178 -3.31842
H -5.65887 7.86853 -5.32112
H -7.29224 9.76312 -10.24577
H -3.24734 1.67192 -9.76723
H -4.95817 10.63638 -7.96237
H -10.04535 5.68263 -3.11664
H -2.17025 0.41315 -9.00713
H -0.89305 9.21340 -1.85189
H -2.64141 5.28416 -2.56830
H -6.33735 9.89539 -4.33307
H -5.52502 -0.11826 -3.82143
H -9.38882 6.63930 -6.00073
H 0.60171 2.82707 -4.75786
H -0.53146 4.15768 -4.46374
H -3.60585 5.12994 -6.85660
H -5.15296 2.20596 -6.67071
H -2.35545 6.10322 -0.95259
H -9.29021 10.23280 -4.52275
H -2.23283 11.66514 -6.77174
H -2.28104 5.95324 -7.24807
H -8.10417 7.42491 -6.86205
H -1.05585 5.40739 -1.88333
H 1.89689 6.60421 -3.76229
H -3.98731 2.99561 -5.58746
H -0.73740 12.69108 -7.16217
H -8.07970 9.23219 -5.40633
H -5.47313 9.74268 -6.59822
H -8.01774 10.78443 -5.85316
H 0.17368 12.64631 -8.67733
H -5.78010 6.17150 -5.66283
H -7.89726 12.44139 -3.67950
H -5.49752 3.73954 -5.68255
H -7.74398 8.71358 -2.99079
H -7.03893 4.58097 -8.46174
H -4.39108 7.58226 -7.30433
H -7.17057 3.99556 -3.67791
H 0.01140 7.87234 -1.29333
H -2.20416 9.92194 -6.93907
H -0.44352 6.90184 -3.84641
H -2.79158 7.68828 -2.84164
H -5.03200 2.28120 -3.63529
H -4.08986 0.29684 -4.83809
H -2.63701 7.86216 -5.15759
H 1.02139 4.77741 -2.90930
H -7.34257 1.75189 -5.20596
H -2.66785 5.69785 -5.50465
H -5.57751 0.12848 -5.63598
H 2.95152 3.58654 -3.28408
H -5.76291 10.63259 -9.82065
H -1.92664 4.21001 -8.21762
H -6.77158 6.22435 -7.92756
```



DFT (ωB97M-V/def2-TZVPD) results for a cluster of 2 separate species, C4H4N2O3 in total.

Properties
Orbital gap: 8.81 eV

XYZ file:
```
13
C4H4N2O3 | the Open Molecules 2025 dataset | ωB97M-V/def2-TZVPD
O -1.15616 1.70152 0.16619
O -1.15772 -4.10227 0.92297
O -2.94815 -2.69207 0.93219
N 2.18746 -1.53851 0.54300
N 1.51071 -0.63449 0.42997
C 0.52891 0.12395 0.55912
C 0.89099 1.92181 -1.08986
C 0.05598 1.24282 -0.06030
C -2.07517 -3.41641 0.91734
H 1.26904 1.23288 -1.80259
H 1.86070 2.22594 -0.57734
H -1.52685 1.18867 0.80776
H 0.56027 2.74615 -1.74846
```



DFT (ωB97M-V/def2-TZVPD) results for an isolated molecule of C18H21N3O.

Properties
Orbital gap: 8.95 eV
SMILES: c1cc(Cc2cnc[nH]2)cc(C2=NCC3(CCCCC3)O2)c1

XYZ file:
```
43
C18H21N3O | the Open Molecules 2025 dataset | ωB97M-V/def2-TZVPD
O 1.27467 -0.36489 0.64384
N 3.06110 0.74300 -0.21140
N -3.18887 -0.48244 -2.33248
N -5.19941 -0.35620 -3.18209
C 1.23445 -2.99415 2.52330
C 1.12534 -0.66216 3.55210
C 2.44191 -0.46312 2.84504
C -2.91293 1.95678 -1.34907
C -1.43261 2.01169 -1.66276
C -4.17600 -1.13132 -3.04018
C 3.57807 -0.34377 0.65143
C -3.60150 0.81086 -2.05322
C 0.47341 2.90458 -2.85026
C 1.76281 0.63307 -0.14476
C 1.35642 2.23836 -2.03074
C 0.32668 -1.90633 3.12705
C 2.38513 -0.97502 1.35123
C -4.86925 0.83661 -2.59147
C 2.06320 -2.50644 1.33996
C 0.85300 1.40558 -0.99828
C -0.94405 2.79614 -2.68943
C -0.54235 1.27750 -0.87627
H -0.43993 -1.65911 2.41380
H -3.06045 1.89895 -0.28073
H 1.33782 -0.76151 4.64785
H 1.94466 -3.38124 3.26447
H 3.03443 -3.03088 1.39098
H 4.12025 -1.13563 0.01628
H -4.14824 -2.14364 -3.41784
H -5.53421 1.70244 -2.61881
H -0.26061 -2.28224 3.96405
H 2.71485 0.60052 2.85218
H 2.41212 2.47234 -2.14879
H -2.26154 -0.86592 -2.26771
H 0.54416 0.24960 3.37642
H -3.36068 2.92105 -1.65916
H 4.30646 0.00452 1.39102
H 0.57355 -3.81593 2.24942
H 3.22000 -0.98569 3.41972
H 1.56126 -2.77797 0.39460
H -1.01583 0.65352 -0.09749
H -1.62850 3.35728 -3.29487
H 0.87128 3.55119 -3.61690
```



DFT (ωB97M-V/def2-TZVPD) results for a cluster of 2 separate species, C2H4N2 in total.

Properties
Orbital gap (alpha / beta): 7.96 / 8.35 eV

XYZ file:
```
8
C2H4N2 | the Open Molecules 2025 dataset | ωB97M-V/def2-TZVPD
N 1.17461 0.53597 -1.58990
N -1.16292 -0.56083 1.67826
C -0.96946 0.45951 1.12044
C 1.67409 0.42270 -0.48112
H 2.55175 0.09723 0.06177
H 1.52984 0.53752 -2.45096
H -1.30458 0.86150 0.13244
H -1.82007 -1.28923 1.62051
```



DFT (ωB97M-V/def2-TZVPD) results for an isolated molecule of C20H26N2O3.

Properties
Orbital gap: 9.13 eV
SMILES: COc1ccc(CN(C)CC(=O)N[C@H](C)c2ccccc2)c(OC)c1

XYZ file:
```
51
C20H26N2O3 | the Open Molecules 2025 dataset | ωB97M-V/def2-TZVPD
O 3.49075 3.29037 -1.18446
O -2.35612 -3.45112 1.61499
O 1.23275 -0.88802 -1.33973
N -1.55752 -2.14822 -0.06377
N 0.61961 -1.65930 1.35879
C 3.20686 2.12395 -0.53970
C -2.34889 2.01330 0.17099
C 2.38866 1.24129 -1.24761
C -2.86953 -1.83513 -2.09990
C -3.09753 -0.24611 -0.19265
C -2.82654 -1.68633 -0.57703
C 2.48243 -0.33548 0.57718
C -2.07786 0.69709 -0.15931
C -1.43888 -2.89039 1.05288
C 4.31007 4.23149 -0.53462
C 3.28818 0.55260 1.26055
C 0.88722 -0.65110 -2.68381
C 0.19609 -0.76105 2.41098
C 3.66216 1.77495 0.72223
C -4.66532 1.47347 0.43169
C -4.39254 0.15666 0.10653
C 0.02093 -2.97087 1.50875
C 2.06030 -1.65143 1.17239
C -3.64296 2.40630 0.46515
C 2.02603 0.02267 -0.70318
H -1.54415 2.73406 0.19824
H 1.77519 -0.50880 -3.30695
H -5.67726 1.77125 0.66466
H 2.05804 1.55535 -2.22371
H 3.85936 4.57887 0.40064
H 2.30955 -2.45187 0.47007
H -0.71189 -1.68100 -0.36783
H 2.60781 -1.82750 2.11415
H -3.85423 -1.56423 -2.47174
H -2.65649 -2.86313 -2.38207
H 0.56071 0.24218 2.19476
H 3.64328 0.28546 2.24534
H 5.30520 3.82404 -0.32921
H 0.23202 0.22081 -2.78641
H 0.05532 -3.35604 2.53947
H 4.29690 2.43146 1.29436
H -2.13414 -1.17987 -2.56095
H 0.57082 -1.06746 3.40041
H -3.85343 3.43389 0.72284
H -1.06045 0.40921 -0.37654
H -0.89232 -0.73864 2.44512
H 0.53488 -3.68299 0.85786
H 0.35670 -1.54371 -3.01358
H 4.39987 5.06978 -1.22379
H -5.19175 -0.57039 0.08998
H -3.58786 -2.33033 -0.12244
```



DFT (ωB97M-V/def2-TZVPD) results for the ion C6H12N3S with charge +1.

Properties
Orbital gap (alpha / beta): 7.20 / 5.82 eV
Net charge: +1
2S+1: 3

XYZ file:
```
22
C6H12N3S | the Open Molecules 2025 dataset | ωB97M-V/def2-TZVPD
S 0.43854 1.39491 2.48487
N -0.25119 -0.25882 -0.68252
N 1.84273 -0.55178 1.30419
N -1.62594 1.29888 0.37652
C 0.48869 0.96715 -0.36377
C -0.54173 2.01288 -0.28572
C 1.09838 0.56241 1.16459
C -1.61168 -0.08439 -0.36613
C 1.88267 -1.34906 0.11756
C 0.48151 -1.52535 -0.28522
H -0.73251 2.35619 -1.29963
H 2.43276 -2.29168 0.30608
H -2.16260 -0.65434 0.41516
H -0.24076 2.85354 0.26108
H -2.27826 0.01450 -1.24053
H 2.57712 -0.93260 -0.74051
H -1.11195 1.12470 1.50774
H 2.41096 -0.77482 2.10192
H -0.23814 -1.78480 0.45461
H 1.30243 1.19002 -0.96027
H -2.49345 1.68879 0.62495
H 0.35682 -2.43983 -0.99128
```



DFT (ωB97M-V/def2-TZVPD) results for an isolated molecule of C3H4Cl2S.

Properties
Orbital gap: 10.19 eV
SMILES: C=CC(S)(Cl)Cl

XYZ file:
```
10
C3H4Cl2S | the Open Molecules 2025 dataset | ωB97M-V/def2-TZVPD
Cl -1.56219 1.26091 1.16933
Cl -2.39290 0.41085 -1.37619
S -1.79476 -1.59640 0.79700
C 0.06265 -0.10116 -0.49890
C -1.32290 0.03937 -0.04728
C 0.93238 0.75345 -0.03957
H 1.94238 0.74756 -0.39128
H 0.69745 1.51766 0.67361
H 0.11114 -0.93070 -1.21893
H -2.16794 -1.22968 1.99827
```



DFT (ωB97M-V/def2-TZVPD) results for a structure of composition C4H8N2O.

Properties
Orbital gap: 9.31 eV

XYZ file:
```
15
C4H8N2O | the Open Molecules 2025 dataset | ωB97M-V/def2-TZVPD
O 0.34664 -2.97660 0.88886
N 0.14325 -0.42673 1.02023
N -0.48680 0.40597 0.08919
C -1.25847 -0.20857 1.07900
C 0.36400 -2.06885 0.13392
C -0.24114 1.78634 0.37318
C 0.67894 -1.80750 -1.25252
H 1.57613 -1.19074 -1.39331
H 0.83078 -2.82410 -1.79769
H -1.18871 2.46845 0.19891
H -1.71483 -1.15134 0.72580
H 0.07663 1.91882 1.44180
H 0.29963 2.41247 -0.41159
H -1.41434 0.26162 2.02253
H -0.09905 -1.35785 -1.85300
```



DFT (ωB97M-V/def2-TZVPD) results for a structure of composition C15H18N3O9V.

Properties
Orbital gap (alpha / beta): 4.82 / 5.39 eV
Net charge: -1
2S+1: 2

XYZ file:
```
46
C15H18N3O9V | the Open Molecules 2025 dataset | ωB97M-V/def2-TZVPD
V 13.13654 -21.13274 14.70371
O 14.65208 -20.79565 15.06954
O 17.77646 -21.40473 11.05159
O 19.86577 -21.28409 10.56023
O 14.59429 -22.77863 1.94548
O 12.61450 -19.96496 13.74765
O 13.82055 -24.64380 2.69457
O 13.25714 -22.92106 13.17816
O 11.28692 -25.45053 8.96746
O 10.35374 -25.11081 10.95003
N 14.34230 -23.53180 2.88244
N 18.79961 -21.85381 10.51097
N 10.76917 -25.84257 10.01509
C 17.25435 -24.47979 8.23512
C 10.72244 -27.32288 10.24365
C 12.78237 -22.00573 10.96777
C 17.39150 -23.45822 9.26411
C 13.69665 -22.99716 6.52328
C 15.35653 -22.02200 4.58909
C 13.68817 -23.60697 5.30953
C 18.66331 -23.07758 9.64746
C 19.60048 -24.69058 7.99971
C 14.50547 -21.87909 6.77243
C 14.47703 -23.04363 4.28250
C 18.33308 -25.14738 7.65057
C 15.32513 -21.44448 5.81869
C 13.89922 -22.41451 11.94591
C 19.78376 -23.73150 9.04680
H 12.87339 -24.27490 5.07204
H 10.32969 -27.76774 9.32935
H 12.13452 -21.21827 11.35284
H 20.76615 -23.38877 9.33638
H 14.38995 -21.40732 7.73705
H 11.78718 -27.53995 10.15819
H 14.63259 -23.14215 11.59833
H 13.40045 -21.62959 10.15255
H 15.84416 -20.52858 6.05981
H 16.25274 -24.88346 8.22070
H 12.21688 -22.87400 10.62949
H 16.05720 -21.57697 3.89814
H 18.23769 -25.88702 6.86938
H 10.30202 -27.64659 11.19579
H 20.41968 -25.19689 7.51089
H 16.54071 -22.98893 9.73564
H 12.95403 -23.25003 7.26555
H 14.53161 -21.53645 12.07699
```



DFT (ωB97M-V/def2-TZVPD) results for a structure of composition C8H13I2N2Pd.

Properties
Orbital gap (alpha / beta): 8.07 / 5.99 eV
Net charge: +3
2S+1: 5

XYZ file:
```
26
C8H13I2N2Pd | the Open Molecules 2025 dataset | ωB97M-V/def2-TZVPD
I -3.61816 -1.08572 1.14377
I -1.97687 -0.12139 3.98841
Pd -1.03422 -0.43824 1.53192
N 2.43392 -0.06381 4.69007
N 2.18401 0.38659 5.89603
C -3.90995 -0.43425 3.14560
C -0.81055 -0.50288 -1.51067
C 0.98538 -0.85646 -3.17630
C 1.64310 -0.48721 -4.40379
C 1.31346 0.67188 -5.07894
C 0.28187 1.44062 -4.57366
C -0.38658 1.08919 -3.34682
C -0.07001 -0.09045 -2.64151
H -4.41352 -1.21093 3.71063
H 2.30302 1.37620 6.08833
H 1.31931 -1.75258 -2.66782
H -1.14881 1.76038 -2.97032
H 2.39247 -1.15980 -4.80412
H -4.44495 0.50824 3.14838
H -0.06368 2.31570 -5.11143
H 2.95025 0.54554 4.06336
H 1.81093 0.94235 -5.99951
H 2.09481 -0.26929 6.66647
H 2.56834 -1.06530 4.59606
H -1.74055 0.00070 -1.27870
H -0.66302 -1.49909 -1.10543
```